Entry 1:
Density functional theory data (the ωB97M-V functional and the def2-TZVPD basis) for CH2IOP as an isolated structure.

Gap between HOMO and LUMO (alpha / beta) = 0.2758 / 0.2758 Ha
LUMO (alpha / beta) = -2.3 / -2.3 eV
Spin multiplicity = 1
Charge = 0

CARTESIAN COORDINATES (ANGSTROEM)
C -0.25 0.46 0.22
O -0.01 -2.24 -1.06
P -0.16 -1.34 0.65
I 1.75 1.10 -0.26
H -0.38 1.09 1.06
H -0.95 0.93 -0.60



Entry 2:
Density functional theory data (the ωB97M-V functional and the def2-TZVPD basis) for CH2InO3 as an isolated structure.

Gap between HOMO and LUMO (alpha / beta) = 0.3246 / 0.3061 Ha
LUMO (alpha / beta) = -6.4 / -8.3 eV
Spin multiplicity = 1
Charge = +1

CARTESIAN COORDINATES (ANGSTROEM)
O -1.64 0.22 0.61
C -0.53 0.34 -0.01
O -0.45 1.29 -0.86
In -2.29 1.74 -0.41
H 0.48 -0.46 0.23
O 1.87 -1.58 0.56
H 2.55 -1.54 -0.12



Entry 3:
Density functional theory data (the ωB97M-V functional and the def2-TZVPD basis) for CH2LiNiO as an isolated structure.

Gap between HOMO and LUMO (alpha / beta) = 0.3064 / 0.2538 Ha
LUMO (alpha / beta) = -4.2 / -5.9 eV
⟨S²⟩ = 2.005
Spin multiplicity = 3
Charge = +1

CARTESIAN COORDINATES (ANGSTROEM)
C -0.57 0.32 -0.59
O -0.44 -0.57 0.27
H -0.16 1.32 -0.29
Ni -2.08 0.08 -1.86
Li 0.94 -1.08 1.47
H 2.31 -0.07 0.99



Entry 4:
Density functional theory data (the ωB97M-V functional and the def2-TZVPD basis) for one molecule with the formula CH2N2O.

Gap between HOMO and LUMO = 0.4036 Ha
LUMO = 0.2 eV
Spin multiplicity = 1
Charge = 0
SMILES string = N#CON

CARTESIAN COORDINATES (ANGSTROEM)
N -1.86 -1.46 -0.11
C -0.94 -0.84 0.29
O 0.39 -0.28 0.78
N 0.91 0.70 -0.05
H 0.98 0.28 -1.04
H 0.52 1.60 0.12



Entry 5:
Density functional theory data (the ωB97M-V functional and the def2-TZVPD basis) for one molecule with the formula CH2N2O.

Gap between HOMO and LUMO = 0.4007 Ha
LUMO = 0.5 eV
Spin multiplicity = 1
Charge = 0
SMILES string = N#CON

CARTESIAN COORDINATES (ANGSTROEM)
N -2.41 -0.17 -1.92
C -1.99 0.10 -0.88
O -1.42 0.57 0.35
N -0.06 0.32 0.49
H 0.11 -0.56 1.14
H 0.50 0.37 -0.40



Entry 6:
Density functional theory data (the ωB97M-V functional and the def2-TZVPD basis) for one molecule with the formula CH2N2O2.

Gap between HOMO and LUMO = 0.3853 Ha
LUMO = -0.6 eV
Spin multiplicity = 1
Charge = 0
SMILES string = C=N[N+](=O)[O-]

CARTESIAN COORDINATES (ANGSTROEM)
C 0.12 -0.19 -0.22
N 0.83 0.05 -1.33
N 0.59 1.08 -2.18
O 0.67 2.20 -1.72
O 0.41 0.76 -3.33
H 0.64 -1.04 0.39
H -0.72 0.48 -0.04